ORCA calculation (wB97M-V/def2-TZVPD) on a 20-piece molecular cluster, C60H120O20 overall.

XYZ file:
```
200
Properties=species:S:1:pos:R:3:forces:R:3
C -20.57621 -5.21347 -16.06645 -2.4 -0.6 -0.6
C -20.93578 -4.85086 -17.50134 -0.2 0.1 1.6
O -20.03343 -4.72024 -18.26782 0.7 0.3 -1.6
C -22.39869 -4.69962 -17.88525 0.4 0.6 -0.7
H -20.66308 -6.31296 -16.10216 0.0 0.2 0.5
H -21.32784 -4.77689 -15.39345 0.3 -0.3 0.1
H -19.59316 -4.95611 -15.79389 1.2 0.4 0.1
H -22.44075 -4.68141 -18.98940 -0.1 0.0 0.5
H -22.82725 -3.76677 -17.47855 0.4 -0.2 -0.1
H -23.02040 -5.48227 -17.48894 -0.1 -0.6 0.1
C -29.05529 -0.86717 -12.18515 -0.6 0.0 0.9
C -30.20925 -1.71093 -11.62993 2.1 1.1 -0.4
O -31.23820 -1.18025 -11.34212 -1.6 0.2 0.4
C -29.92031 -3.15005 -11.52657 0.2 -0.5 -0.1
H -28.89493 -1.22256 -13.18166 0.1 0.1 -0.8
H -28.10762 -1.01562 -11.66827 0.0 -0.2 0.3
H -29.31743 0.18992 -12.13751 0.1 -0.2 -0.3
H -30.83146 -3.71454 -11.57371 -0.4 -0.4 0.2
H -29.36027 -3.34967 -10.61134 -0.1 0.0 0.1
H -29.28670 -3.41491 -12.36328 0.2 -0.3 -0.2
C -25.56950 -7.53752 -8.83908 0.1 0.0 1.0
C -25.12480 -7.74076 -10.23123 -1.0 0.3 0.1
O -24.01684 -7.46059 -10.58431 1.9 0.4 -0.4
C -26.09952 -8.21462 -11.24629 -1.2 0.1 0.0
H -26.11749 -8.42972 -8.56166 -0.1 -0.2 0.5
H -26.25403 -6.69380 -8.73129 0.0 -0.1 -0.3
H -24.69767 -7.33812 -8.19671 -0.3 -0.2 -0.2
H -26.70630 -7.32248 -11.47057 0.2 -0.1 -0.1
H -26.86077 -8.95087 -10.89735 0.9 0.2 -0.3
H -25.50808 -8.47727 -12.11795 -0.4 -0.3 -0.1
C -21.83039 -6.02594 -12.64636 0.5 0.2 -1.4
C -21.37620 -5.08261 -11.60048 0.2 0.9 1.1
O -21.24025 -3.87955 -11.82189 0.0 -1.1 -0.1
C -21.16815 -5.61785 -10.20938 -0.5 -1.6 -0.5
H -21.86577 -7.08013 -12.40548 -0.2 0.0 0.5
H -21.10976 -5.90930 -13.47030 -0.3 0.0 0.1
H -22.78899 -5.66696 -13.02904 0.0 -0.1 0.0
H -20.43542 -6.44409 -10.15421 0.1 0.5 -0.3
H -22.08602 -6.17758 -9.90363 0.3 0.8 -0.1
H -20.89914 -4.80722 -9.57723 0.1 0.4 0.8
C -21.42512 -5.09112 -6.18297 -1.2 0.8 -0.3
C -22.69395 -4.30149 -6.49877 -1.1 -0.6 -0.4
O -23.39306 -4.57612 -7.46334 0.5 0.1 0.6
C -23.02534 -3.11988 -5.62099 1.5 0.0 0.5
H -21.29672 -5.83847 -6.94975 0.1 -0.4 0.0
H -21.53311 -5.49005 -5.17621 0.3 -0.1 0.0
H -20.62449 -4.37131 -6.24331 0.6 0.1 0.3
H -22.77088 -3.27617 -4.54754 -0.4 -0.1 -0.6
H -24.01065 -2.67840 -5.75229 0.3 -0.3 0.0
H -22.23235 -2.43700 -5.95335 -0.2 0.5 0.1
C -23.88182 -8.53153 -14.67007 -1.0 0.9 -1.1
C -23.00869 -9.61999 -15.13630 0.2 -0.9 0.6
O -23.06415 -10.72196 -14.62656 -0.1 0.0 -0.2
C -21.98765 -9.31447 -16.16875 -0.1 1.4 -0.4
H -24.47479 -8.09142 -15.49873 0.3 -0.4 0.3
H -23.32656 -7.68596 -14.30595 0.5 0.3 0.4
H -24.55462 -8.90206 -13.92999 -0.3 -0.2 0.6
H -21.34060 -10.17640 -16.25584 0.4 0.2 -0.2
H -21.51750 -8.34150 -15.86669 0.2 -1.0 -0.2
H -22.46403 -9.04971 -17.12700 0.0 -0.4 0.2
C -25.23273 -0.95798 -17.56590 0.6 -1.5 1.0
C -25.62836 0.46489 -17.46688 -0.2 0.0 -2.8
O -25.88663 1.05859 -16.47178 -0.2 0.5 2.2
C -25.72994 1.14105 -18.81041 0.0 0.1 -0.6
H -25.14975 -1.39792 -16.56072 0.1 0.0 -0.3
H -24.28460 -1.04273 -18.07040 0.9 0.3 0.1
H -25.81271 -1.63223 -18.19758 -0.7 0.6 0.2
H -26.21009 2.12310 -18.73961 0.0 -0.3 0.0
H -26.31766 0.44468 -19.42480 0.0 0.4 -0.1
H -24.75532 1.27440 -19.31618 -0.3 -0.2 0.4
C -27.22774 -5.55645 -17.91221 0.0 0.9 -0.3
C -26.00839 -5.87758 -17.01868 -3.6 1.7 -1.4
O -25.69741 -7.00531 -16.91280 1.6 -3.1 0.3
C -25.48074 -4.78297 -16.22761 0.2 0.3 1.4
H -27.86637 -4.76463 -17.46914 0.3 -0.5 0.0
H -27.83908 -6.45318 -18.11114 0.5 0.3 0.1
H -26.87973 -5.11069 -18.86707 -0.1 -0.4 0.3
H -25.55345 -3.84564 -16.73476 0.3 0.7 -0.3
H -24.49783 -5.04868 -15.87271 0.5 0.4 0.1
H -26.11892 -4.68652 -15.32871 0.0 -0.1 -0.4
C -20.97521 -1.62927 -15.15462 -0.2 0.2 0.9
C -22.26557 -1.84233 -14.33473 0.5 0.1 0.1
O -23.02875 -2.74290 -14.60159 -0.2 0.0 -0.3
C -22.42920 -1.02635 -13.04699 0.2 -0.3 -1.0
H -20.77522 -0.55445 -15.35211 -0.1 -0.7 0.0
H -20.90588 -2.26645 -16.03569 -0.4 0.3 -0.1
H -20.19316 -2.01653 -14.48838 0.1 0.3 0.0
H -23.32451 -1.36262 -12.51665 0.2 0.3 -0.2
H -22.36972 0.06241 -13.20963 -0.3 -0.4 0.0
H -21.55746 -1.31070 -12.47250 0.3 0.0 0.4
C -30.38056 0.53813 -8.97237 -0.1 0.7 -0.3
C -30.37751 -0.87243 -8.53515 0.1 -0.9 -0.3
O -29.33520 -1.49663 -8.62860 -0.4 -0.5 0.4
C -31.69886 -1.50121 -8.07318 0.4 0.3 0.1
H -29.40296 0.74864 -9.44240 -0.5 0.1 0.4
H -30.60719 1.22885 -8.15021 0.1 -0.1 -0.1
H -31.17722 0.62942 -9.71297 0.1 0.2 0.0
H -31.76778 -2.57878 -8.27340 0.4 0.3 0.3
H -32.54540 -1.03236 -8.56235 0.0 0.2 -0.2
H -31.79438 -1.25526 -7.00401 0.0 -0.4 -0.2
C -27.41608 -3.93061 -7.06693 0.8 -0.1 -0.3
C -26.37748 -2.93166 -6.61808 -0.7 -0.3 -1.4
O -25.98655 -2.90707 -5.48448 0.2 0.2 1.5
C -25.80413 -2.01106 -7.65307 0.5 -0.2 0.1
H -28.18378 -3.43435 -7.67015 -0.1 -0.1 0.4
H -27.75223 -4.47796 -6.17887 -0.2 0.0 -0.4
H -26.88728 -4.60475 -7.77456 -0.3 0.1 0.3
H -24.94035 -2.52720 -8.11587 -0.3 0.1 0.2
H -25.42324 -1.12729 -7.11698 -0.3 -0.1 -0.6
H -26.53567 -1.82521 -8.43728 0.1 0.4 0.0
C -29.86019 -6.04964 -8.60558 0.0 -0.7 0.6
C -29.42129 -7.43397 -8.14018 0.2 0.8 1.2
O -28.83484 -8.15171 -8.90354 0.1 -0.7 -0.5
C -29.59627 -7.81605 -6.65862 -0.7 -0.1 -1.0
H -29.24173 -5.81196 -9.45416 0.3 0.4 -0.3
H -29.80870 -5.30323 -7.80571 0.0 -0.1 -0.2
H -30.88166 -6.14376 -8.94839 -0.4 0.1 0.0
H -29.58438 -8.89721 -6.54852 0.0 0.0 -0.1
H -30.51332 -7.41268 -6.22773 0.0 0.0 -0.1
H -28.78288 -7.40610 -6.09030 0.6 0.3 0.3
C -24.54047 3.75284 -15.04361 0.1 -0.6 -0.5
C -23.44413 2.85006 -14.52156 -0.3 0.8 -1.7
O -23.09958 2.81106 -13.38100 0.1 0.0 1.8
C -22.71238 2.01723 -15.53070 0.1 0.7 -0.3
H -24.14176 4.42989 -15.83292 -0.2 -0.4 0.5
H -24.96737 4.30791 -14.22252 -0.2 0.2 0.1
H -25.29167 3.08621 -15.51750 0.2 0.5 0.2
H -22.47625 2.60178 -16.43778 -0.4 -0.5 0.2
H -23.29979 1.12944 -15.72489 -0.1 -0.2 -0.4
H -21.79925 1.77498 -15.02847 0.7 -0.5 0.0
C -30.22995 -6.57523 -15.84476 0.0 0.8 -0.8
C -29.24290 -5.93872 -14.94094 0.4 0.2 1.4
O -28.89441 -4.78666 -15.03565 0.0 0.8 -0.7
C -28.72601 -6.72803 -13.77715 0.3 -0.4 0.2
H -31.16215 -6.64739 -15.29821 -0.3 -0.3 0.1
H -29.89032 -7.55746 -16.15772 -0.2 -0.1 -0.1
H -30.39855 -5.87953 -16.68320 0.1 -0.5 0.1
H -28.14631 -6.10447 -13.06175 -0.4 -0.5 -0.6
H -28.12133 -7.54807 -14.18746 0.1 0.1 0.3
H -29.55344 -7.21015 -13.26207 -0.1 -0.1 0.2
C -25.30061 -6.63727 -2.54077 0.1 0.7 0.4
C -25.99326 -6.43897 -3.86788 0.1 -1.0 -0.8
O -27.16483 -6.67496 -4.03677 -0.5 0.1 0.3
C -25.12852 -6.04143 -5.03949 0.8 0.5 1.2
H -24.60375 -7.49026 -2.59237 -0.3 0.3 0.0
H -26.02649 -6.74263 -1.73151 0.1 -0.3 -0.2
H -24.71055 -5.73632 -2.30559 0.0 -0.3 -0.1
H -25.45233 -6.43086 -5.99233 -0.3 -0.1 -0.1
H -24.09248 -6.36905 -4.81487 -0.4 0.3 -0.4
H -25.18723 -4.93558 -5.02050 0.3 -0.4 -0.3
C -25.54387 0.62710 -12.90979 0.2 0.6 -0.1
C -26.38442 1.70679 -12.23254 1.3 -0.8 0.3
O -27.52360 1.88669 -12.55560 -0.9 0.5 -0.2
C -25.68220 2.45326 -11.10301 -0.6 -0.8 -0.3
H -25.20621 1.01731 -13.88513 0.2 0.0 0.5
H -26.17264 -0.19910 -13.21525 -0.2 -0.4 0.3
H -24.69447 0.34682 -12.26379 -0.4 0.0 -0.5
H -26.20990 3.38065 -10.94760 0.1 0.4 0.2
H -24.63294 2.56793 -11.35767 0.1 0.3 0.1
H -25.75442 1.81470 -10.20144 0.1 0.3 -0.3
C -26.14119 -3.78313 -12.74491 0.0 -0.6 0.6
C -25.69092 -4.28826 -11.32701 0.6 1.1 -1.6
O -26.33583 -5.02026 -10.63190 -1.0 -0.6 0.2
C -24.39444 -3.72284 -10.83292 0.7 0.0 -0.7
H -27.12833 -4.18055 -13.03545 0.6 -0.2 0.0
H -25.33923 -3.99742 -13.48354 -0.5 0.0 0.5
H -26.27142 -2.70037 -12.75821 0.3 0.2 0.3
H -23.66318 -3.44328 -11.63085 -0.7 -0.3 0.5
H -23.92129 -4.38520 -10.10216 -0.2 0.1 0.0
H -24.70152 -2.80646 -10.34827 0.2 0.5 0.3
C -29.66171 0.39154 -16.31384 1.4 -0.1 -0.2
C -28.68120 -0.70668 -16.74630 -0.6 0.7 0.7
O -28.17313 -0.66084 -17.83268 0.2 -0.1 -1.1
C -28.27503 -1.78328 -15.75890 0.0 1.1 -0.4
H -30.50392 0.00907 -15.78249 -0.6 -0.3 0.4
H -29.96638 1.01985 -17.15937 0.2 -0.3 0.2
H -29.04772 0.97870 -15.61077 -0.4 0.1 -0.1
H -27.66341 -2.46793 -16.32578 0.1 -0.4 0.2
H -29.17429 -2.23984 -15.39295 -0.3 -0.5 0.4
H -27.70491 -1.33712 -14.92663 -0.2 -0.2 -0.3
C -21.75994 -1.81868 -8.73893 1.4 -0.6 -1.4
C -22.25204 -0.67057 -9.58654 0.8 -0.2 0.2
O -23.37542 -0.69554 -10.01141 -1.0 0.1 -0.1
C -21.30763 0.42777 -9.96939 -1.0 0.5 -0.4
H -21.32210 -2.52607 -9.52677 -0.6 0.6 0.9
H -22.61451 -2.27786 -8.30619 -0.6 -0.6 0.4
H -20.93846 -1.67383 -8.01821 -0.4 0.5 -0.3
H -20.34287 0.02910 -10.23723 0.5 0.0 0.1
H -21.26105 1.09432 -9.10632 0.4 0.1 0.0
H -21.76144 0.98697 -10.81479 0.4 -0.3 0.5
C -23.58173 0.59588 -5.56038 0.7 -0.3 0.9
C -24.78110 1.06123 -4.72636 0.2 -0.5 -0.2
O -25.41024 2.01728 -5.10451 -0.1 0.1 0.2
C -25.23864 0.20403 -3.53591 -0.1 0.7 -0.2
H -22.70998 1.24505 -5.40345 -0.2 0.0 0.3
H -23.77478 0.69318 -6.60627 -0.5 0.1 -0.7
H -23.25905 -0.43642 -5.36572 -0.2 0.3 0.1
H -25.31920 -0.80478 -3.93263 0.1 -0.4 0.3
H -26.25271 0.54427 -3.28549 0.4 -0.1 0.1
H -24.58861 0.24637 -2.63018 -0.3 -0.1 -0.9
```
Positions in Å, forces in eV/Å.

Summary:
- Net charge: 0
- E: -3862.91977 Eh
- Energy above the lowest of the compared OMol25 structures with the same formula, charge and spin: 0.00 kJ/mol
- Lowest unoccupied orbital energy: 0.0131 Ha
- Kohn-Sham gap: 9.64 eV
- HOMO: -9.29 eV